Computed, not measured: the ion C5H7N2O with charge +1 in a non-equilibrium geometry, with ωB97M-V/def2-TZVPD.

Each line ends with the Mulliken charge.
Geometry (Å):
C -1.0296 -0.5815 2.5832  -0.594
C -0.3248 -0.9194 1.5606  0.388
C 0.9691 1.8481 1.2832  0.143
C -0.1784 0.8971 0.5527  -0.173
C 0.2244 -1.2584 -0.8711  -0.966
N -1.2050 0.5753 1.5309  -0.189
N 0.4648 -0.4774 0.3543  0.112
O 2.0657 1.4199 1.3093  -0.407
H 0.3792 2.6715 1.6537  0.351
H -0.6217 1.3296 -0.3477  0.456
H 0.1346 -2.2434 -0.5703  0.392
H -0.4853 -0.9675 -1.6140  0.353
H 1.1988 -1.2332 -1.3241  0.414
H -2.1520 0.6218 1.1959  0.286
H 1.4588 -0.2950 0.2985  0.432

Output
- Net charge: +1
- Kohn-Sham gap: 8.9 eV
- LUMO energy: -5.2 eV
- Energy relative to the best compared isomer or geometry (same formula, charge and spin): 185.7 kcal/mol

***

Computed, not measured: the ion C5H7N2O with charge +1 in a non-equilibrium geometry, with ωB97M-V/def2-TZVPD.

Each line ends with the Mulliken charge.
Geometry (Å):
C 1.0032 0.2154 0.6659  0.223
C 1.7390 -0.2189 2.7572  0.599
C 2.2319 0.3931 1.5489  -0.224
C -0.8250 0.2560 0.1689  0.228
C -1.6771 -0.7092 -0.6692  -1.151
N -0.0710 -0.2000 1.2769  -0.448
N 0.4036 0.7985 -0.4433  -0.346
O 1.4958 -0.4829 3.8360  -0.059
H 3.2265 -0.0177 1.1982  0.362
H 2.2931 1.4870 1.6738  0.268
H -1.6110 0.9134 0.4024  0.303
H -2.3662 -1.2981 0.0118  0.315
H -0.8505 -1.3596 -0.9297  0.288
H -1.9933 -0.2944 -1.6396  0.340
H 0.6597 0.6672 -1.4295  0.301

Output
- Net charge: +1
- Kohn-Sham gap: 8.7 eV
- LUMO energy: -5.6 eV
- Energy relative to the best compared isomer or geometry (same formula, charge and spin): 71.7 kcal/mol

***

Computed, not measured: the ion C5H7N2O2 with charge -1 in a non-equilibrium geometry, with ωB97M-V/def2-TZVPD.

Each line ends with the Mulliken charge.
Geometry (Å):
H -3.5608 1.1140 -0.4580  0.240
N -3.2748 0.1110 -0.2339  -0.788
C -1.9784 0.0666 0.0190  0.171
C -1.4237 -1.2576 0.0820  0.448
O -2.0686 -2.2530 -0.0818  -0.575
C 0.1049 -1.4285 0.2164  -0.489
C 0.6096 -0.2117 -0.5071  -0.620
C 0.2826 1.1015 0.2630  -0.664
N -1.2183 1.2285 0.2156  0.372
O -1.6747 2.4215 0.0160  -0.858
H 0.6119 -2.4096 -0.1949  0.190
H 0.2045 -1.6199 1.2474  0.319
H 1.7228 -0.2285 -0.6714  0.358
H -0.0079 -0.1176 -1.4647  0.279
H 0.6378 1.1366 1.2836  0.290
H 0.7265 1.9878 -0.2367  0.326

Output
- SMILES: [H]/N=C1/C(=O)CCCN1[O-]
- Net charge: -1
- Kohn-Sham gap (alpha / beta): 5.9 / 5.9 eV
- LUMO energy (alpha / beta): 3.8 / 3.8 eV
- Energy relative to the best compared isomer or geometry (same formula, charge and spin): 99.5 kcal/mol

***

Computed, not measured: a cluster of 2 separate species, C5H7N2O3 in total in a non-equilibrium geometry, with ωB97M-V/def2-TZVPD.

Each line ends with the Mulliken charge.
Geometry (Å):
C 0.0071 -1.1445 -0.1281  -0.268
C -0.0117 -2.5854 -0.0342  -0.027
C 0.1421 2.7646 -1.2186  0.678
C 0.2249 -0.2940 0.8904  0.409
C 0.7462 -0.5517 2.2558  -1.149
N -1.1804 1.0346 -2.2441  -0.257
N -1.0842 2.1630 -1.7325  -0.233
O 0.4909 2.5557 -0.0479  -0.735
O 0.5436 3.4778 -2.1294  -0.646
O 0.1443 -3.2791 0.9629  -0.540
H -0.2986 -0.6588 -1.1415  0.258
H -0.1976 -3.1769 -0.9934  0.303
H 0.2073 0.7156 0.4391  0.119
H 1.4272 -1.4644 2.2711  0.266
H -0.1259 -0.7333 3.0502  0.206
H 1.1342 0.2889 2.6211  0.460
H -2.1693 0.8881 -2.8210  0.156

Output
- Net charge: -1
- Kohn-Sham gap: 7.9 eV
- LUMO energy: 3.5 eV
- Energy relative to the best compared isomer or geometry (same formula, charge and spin): 73.9 kcal/mol